a.
10
Properties=species:S:1:pos:R:3 method="wB97M-V/def2-TZVPD" mol_weight_da=84.08 homo_lumo_gap_ev=10.4 spin_multiplicity=1 lumo_ha=0.0360
O 2.24 0.02 0.07
C 0.87 -0.07 0.06
C 0.00 1.04 0.05
C -1.28 0.43 0.07
N -1.03 -0.90 0.09
N 0.26 -1.23 0.09
H 2.57 -0.29 -0.78
H 0.45 2.02 0.21
H -2.36 0.64 0.04
H -1.71 -1.65 0.10

=====

b.
10
Properties=species:S:1:pos:R:3 method="wB97M-V/def2-TZVPD" mol_weight_da=84.08 homo_lumo_gap_ev=11.3 spin_multiplicity=1 lumo_ha=0.0304
H 1.54 -1.97 0.81
N 0.92 -1.65 0.13
C 0.54 -0.47 0.24
C -0.29 0.22 -1.01
O -1.18 1.12 -0.34
C 0.77 0.95 -1.51
N 1.56 1.72 -1.72
H 0.55 0.38 1.07
H -1.02 -0.09 -1.89
H -0.58 1.92 -0.17

=====

c.
10
Properties=species:S:1:pos:R:3 method="wB97M-V/def2-TZVPD" mol_weight_da=84.08 homo_lumo_gap_ev=8.8 spin_multiplicity=1 lumo_ha=0.0042
O 0.01 2.29 -0.68
C 0.29 1.16 -0.32
N 1.30 0.33 -0.76
N 0.92 -0.89 -0.33
C -0.22 -1.03 0.30
C -0.77 0.34 0.43
H -1.47 0.82 -0.27
H 1.55 -1.65 -0.55
H -0.51 -1.98 0.74
H -1.10 0.62 1.43

=====

The structure with the greatest stability is a.

=====

a.
10
Properties=species:S:1:pos:R:3 method="wB97M-V/def2-TZVPD" mol_weight_da=84.08 homo_lumo_gap_ev=9.5 spin_multiplicity=1 lumo_ha=0.0215
O -2.03 0.11 0.46
C -0.71 0.11 0.11
C 0.45 0.84 0.36
C 1.52 0.01 -0.17
N 1.05 -1.07 -0.75
N -0.30 -0.98 -0.66
H -2.45 0.96 0.67
H 0.58 1.84 0.77
H 2.62 0.06 -0.13
H -0.73 -1.89 -0.65

=====

b.
10
Properties=species:S:1:pos:R:3 method="wB97M-V/def2-TZVPD" mol_weight_da=84.08 homo_lumo_gap_ev=9.5 spin_multiplicity=1 lumo_ha=0.0284
O 0.46 -0.20 2.02
C 0.14 -0.15 0.69
C -0.36 -1.24 -0.05
N -0.60 -0.90 -1.31
N -0.25 0.38 -1.38
C 0.21 0.89 -0.21
H 0.74 0.68 2.31
H -0.54 -2.25 0.30
H -0.33 0.86 -2.27
H 0.54 1.92 -0.12

=====

c.
10
Properties=species:S:1:pos:R:3 method="wB97M-V/def2-TZVPD" mol_weight_da=84.08 homo_lumo_gap_ev=9.1 spin_multiplicity=1 lumo_ha=0.0106
O -0.68 0.05 2.24
C -0.32 0.29 1.03
N -0.59 1.31 0.22
N -0.40 0.76 -1.02
C -0.08 -0.52 -1.05
C 0.08 -0.93 0.30
H -0.72 -1.09 1.40
H -0.58 1.35 -1.82
H 0.12 -1.03 -1.99
H 0.89 -1.58 0.61

=====

d.
10
Properties=species:S:1:pos:R:3 method="wB97M-V/def2-TZVPD" mol_weight_da=84.08 homo_lumo_gap_ev=10.5 spin_multiplicity=1 lumo_ha=0.0043
N 2.01 0.34 -1.34
C 1.60 0.22 -0.27
C 0.63 -0.71 0.33
C -0.72 -0.07 0.59
N -1.14 0.82 -0.35
O -1.38 -0.41 1.55
H 1.04 -1.17 1.22
H 0.50 -1.48 -0.45
H -2.01 1.29 -0.18
H -0.54 1.17 -1.09

=====

The structure with the greatest stability is d.

=====

a.
10
Properties=species:S:1:pos:R:3 method="wB97M-V/def2-TZVPD" mol_weight_da=84.08 homo_lumo_gap_ev=10.0 spin_multiplicity=1 lumo_ha=0.0343
O -1.47 1.54 -0.84
C -0.50 0.65 -0.53
C -0.52 0.05 0.74
C 0.29 -1.04 0.60
N 0.80 -0.96 -0.65
N 0.32 0.07 -1.38
H -2.10 1.14 -0.21
H -0.94 0.48 1.64
H 0.51 -1.86 1.26
H 1.46 -1.59 -1.07

=====

b.
10
Properties=species:S:1:pos:R:3 method="wB97M-V/def2-TZVPD" mol_weight_da=84.08 homo_lumo_gap_ev=9.8 spin_multiplicity=1 lumo_ha=0.0235
O 1.03 0.16 -1.77
C 0.34 0.08 -0.61
C -0.69 -0.71 -0.17
C -0.92 -0.26 1.16
N -0.13 0.75 1.49
N 0.65 0.93 0.40
H 1.49 -0.68 -1.91
H -1.23 -1.45 -0.74
H -1.63 -0.64 1.88
H 1.10 1.82 0.27

=====

c.
10
Properties=species:S:1:pos:R:3 method="wB97M-V/def2-TZVPD" mol_weight_da=84.08 homo_lumo_gap_ev=8.5 spin_multiplicity=1 lumo_ha=0.0187
C -1.57 0.26 -0.24
C 1.81 -0.57 0.16
C 1.92 0.56 -0.24
O -1.10 1.21 0.64
N -1.29 -0.97 -0.14
N -0.86 -2.03 -0.28
H -0.18 1.03 0.86
H -2.48 0.51 -0.73
H 1.61 -1.58 0.37
H 2.14 1.57 -0.41

=====

The structure with the greatest stability is b.

=====

a.
10
Properties=species:S:1:pos:R:3 method="wB97M-V/def2-TZVPD" mol_weight_da=84.08 homo_lumo_gap_ev="9.4 / 9.4" spin_multiplicity=1 lumo_ha="0.0190 / 0.0190"
N 0.64 0.27 -1.88
C 0.62 0.33 -0.53
N 1.20 0.69 0.47
O 1.09 0.70 1.69
H 0.74 -0.66 -2.28
H -0.04 0.84 -2.36
C -0.96 -0.40 1.73
C -1.20 -0.58 0.55
H -0.86 -0.30 2.79
H -1.70 -0.89 -0.34

=====

b.
10
Properties=species:S:1:pos:R:3 method="wB97M-V/def2-TZVPD" mol_weight_da=84.08 homo_lumo_gap_ev="8.2 / 7.9" spin_multiplicity=1 lumo_ha="-0.0132 / -0.0244"
O 2.16 -0.34 -0.02
C 0.89 0.08 -0.10
C -0.29 -0.71 0.24
N -1.32 -0.22 -0.66
C -0.92 1.05 -0.12
N 0.45 1.26 -0.43
H 2.71 0.41 -0.32
H -0.43 -1.71 0.66
H -2.25 -0.51 -0.32
H -0.99 0.70 1.07

=====

The structure with the greatest stability is b.

=====

a.
10
Properties=species:S:1:pos:R:3 method="wB97M-V/def2-TZVPD" mol_weight_da=84.08 homo_lumo_gap_ev=10.0 spin_multiplicity=1 lumo_ha=0.0308
O 2.10 -0.62 -0.40
C 0.82 -0.28 -0.12
C -0.34 -1.23 -0.13
N -1.34 -0.29 0.02
C -0.87 1.00 -0.03
N 0.43 1.06 -0.11
H 2.62 0.19 -0.33
H 0.44 -1.11 0.95
H -2.30 -0.57 0.15
H -1.54 1.85 0.00

=====

b.
10
Properties=species:S:1:pos:R:3 method="wB97M-V/def2-TZVPD" mol_weight_da=84.08 homo_lumo_gap_ev=11.4 spin_multiplicity=1 lumo_ha=0.0249
H -0.98 0.94 2.67
N -0.62 0.05 2.32
C -0.36 0.18 1.10
O 0.19 -0.88 0.44
C 0.37 -0.83 -0.96
C 0.50 0.54 -1.51
N 0.56 1.63 -1.89
H -0.48 1.08 0.48
H -0.46 -1.33 -1.47
H 1.29 -1.38 -1.18

=====

c.
10
Properties=species:S:1:pos:R:3 method="wB97M-V/def2-TZVPD" mol_weight_da=84.08 homo_lumo_gap_ev=11.7 spin_multiplicity=1 lumo_ha=0.0283
H 2.62 -0.38 -0.81
N 1.67 -0.05 -0.67
C 1.24 -0.37 0.48
O 0.01 -0.06 0.93
C -0.86 0.61 0.02
C -2.00 -0.27 -0.29
N -2.90 -0.95 -0.54
H 1.78 -0.92 1.26
H -0.33 0.88 -0.89
H -1.23 1.51 0.51

=====

The structure with the greatest stability is c.

=====

a.
10
Properties=species:S:1:pos:R:3 method="wB97M-V/def2-TZVPD" mol_weight_da=84.08 homo_lumo_gap_ev=8.8 spin_multiplicity=1 lumo_ha=0.0293
N 1.82 0.11 -0.53
C 0.66 0.22 0.14
N -0.07 1.20 0.39
C -1.32 0.58 0.11
C -1.34 -0.75 0.29
O -0.09 -1.24 0.43
H 2.51 0.85 -0.41
H 2.17 -0.83 -0.58
H -2.11 1.21 -0.25
H -2.24 -1.34 0.40

=====

b.
10
Properties=species:S:1:pos:R:3 method="wB97M-V/def2-TZVPD" mol_weight_da=84.08 homo_lumo_gap_ev=11.7 spin_multiplicity=1 lumo_ha=0.0279
H -2.12 1.71 0.26
N -1.32 1.16 -0.04
C -1.22 0.09 0.61
O -0.26 -0.83 0.40
C 0.71 -0.53 -0.60
C 2.04 -0.36 0.00
N 3.10 -0.23 0.42
H -1.88 -0.27 1.41
H 0.43 0.38 -1.13
H 0.73 -1.37 -1.30

=====

c.
10
Properties=species:S:1:pos:R:3 method="wB97M-V/def2-TZVPD" mol_weight_da=84.08 homo_lumo_gap_ev=11.2 spin_multiplicity=1 lumo_ha=0.0191
N 0.35 -2.01 -1.97
C -0.09 -1.49 -1.04
C -0.66 -0.81 0.15
N -0.36 0.65 0.21
C 0.86 1.18 0.43
O 1.96 0.78 0.66
H -0.26 -1.33 1.04
H -1.74 -0.99 0.16
H -0.64 1.68 0.03
H 0.56 2.35 0.32

=====

The structure with the greatest stability is b.